# C20H27N2O2PPtS2

C20H27N2O2PPtS2 as an isolated structure (wB97M-V/def2-TZVPD, the Open Molecules 2025 dataset).

Properties
M	617.634	g/mol
frontier orbital gap (alpha / beta)	0.1696 / 0.2053	hartree
DFT total energy	-2295.17412	Ha
multiplicity	3
E_LUMO (alpha / beta)	-0.01966 / -0.07389	Eh

Element x y z (Å)
1 C -1.28 -2.33 5.10
2 O 1.33 -2.06 2.69
3 C -1.71 -0.31 2.08
4 O -0.53 -3.62 2.10
5 H 4.74 1.48 -1.24
6 H 0.52 2.47 1.15
7 C 0.37 2.35 0.06
8 H -2.13 -1.96 -0.81
9 C -1.13 3.50 -2.42
10 C -1.94 -0.64 3.46
11 H -1.23 -3.07 -3.65
12 H -1.50 2.58 -1.93
13 N -0.77 -1.11 1.54
14 H 1.42 4.26 -0.36
15 C -0.41 -2.37 -3.50
16 H 2.26 -2.33 -2.82
17 H -2.32 -2.24 6.99
18 C 3.44 -0.21 -1.53
19 C 1.09 4.48 -2.85
20 H -0.34 4.40 -0.04
21 C -2.94 -0.17 4.33
22 C 2.70 1.90 -0.65
23 H -0.65 1.96 -0.06
24 H 2.91 2.93 -0.36
25 H -1.07 3.35 -3.51
26 H 1.08 5.59 -2.77
27 H -1.88 4.30 -2.22
28 H -0.71 -4.69 -1.85
29 N 0.18 3.84 -1.95
30 C 0.44 3.79 -0.54
31 H 0.97 -4.64 -1.24
32 C 3.72 1.10 -1.15
33 H -0.66 -3.19 5.34
34 C -3.05 -0.73 5.61
35 S -2.39 0.63 0.87
36 H -3.60 0.62 3.97
37 H -0.37 -4.20 -0.16
38 H -3.79 -0.34 6.30
39 C -2.22 -1.80 6.00
40 C -1.11 -1.72 3.87
41 C 1.12 0.06 -0.82
42 P 0.10 -2.45 -1.77
43 H 4.19 -0.86 -1.97
44 H 0.43 -2.63 -4.16
45 C 1.39 1.40 -0.49
46 S -0.08 -2.32 2.55
47 H -0.75 -1.36 -3.74
48 C 2.15 -0.71 -1.37
49 C -0.02 -4.16 -1.19
50 H -2.44 -1.27 -0.92
51 H 0.82 4.20 -3.88
52 H 2.38 -2.85 -1.13
53 C 1.90 -2.12 -1.80
54 H 2.12 4.15 -2.63
55 Pt -0.76 -0.88 -0.48